Model A:
An isolated molecule of C4H8N2OS. Source: the OMol25 dataset; level of theory: the ωB97M-V functional and the def2-TZVPD basis.

Structure (ORCA input):
```
! wB97M-V def2-TZVPD RIJCOSX def2/J DEFGRID3
* xyz 0 1
C -2.25767 -1.18120 -0.38826
C -0.00908 1.45853 -0.56071
C 2.06248 0.22593 -0.10521
C 1.55369 0.29451 1.20947
H -2.46358 -2.19907 0.03774
H -2.55763 -0.98262 -1.50211
H -2.88111 -0.66057 0.35197
H 0.00895 -0.92876 -0.81011
H -0.13140 2.62057 -0.96310
H 0.29618 -0.00274 1.25040
H 2.04158 -0.48234 1.94849
H 1.82778 1.33851 1.87553
N -1.02222 -0.57395 -0.33466
N -1.06958 0.83185 -0.27092
O 1.35105 1.02186 -1.09164
S 3.25057 -0.78050 -0.64687
*
```

Properties
SMILES: CN/N=C\OC(C)=S
HOMO: -8.9 eV
lowest unoccupied orbital energy: -0.010 hartree

Atom charges from the Löwdin analysis, given in e for atoms 1 to 8: C -0.16; C -0.20; C -0.92; C -0.20; H 0.09; H 0.11; H 0.08; H 0.22

Model B:
A cluster of 2 separate species, C4H8N2OS in total. Source: the OMol25 dataset; level of theory: the ωB97M-V functional and the def2-TZVPD basis.

Structure (ORCA input):
```
! wB97M-V def2-TZVPD RIJCOSX def2/J DEFGRID3
* xyz 0 1
C -4.00024 -0.30935 -0.05502
C 0.05002 0.79977 0.18633
C 0.66482 -1.51242 0.13917
C 2.35042 0.31746 -0.31249
N -2.90407 -0.07592 0.34825
N 0.95872 -0.13099 -0.09164
O -5.12947 -0.41913 -0.32788
S 0.51967 2.47150 -0.00466
H 1.19349 -1.72000 1.04015
H -0.33514 -1.56997 0.12127
H 1.02471 -2.09468 -0.59812
H 2.42177 0.98152 -1.12335
H 2.63190 0.79247 0.56822
H 2.95273 -0.56687 -0.58083
H -0.47414 2.99984 0.72356
H -1.92517 0.03676 -0.03296
*
```

Properties
HOMO: -8.6 eV
lowest unoccupied orbital energy: 0.022 hartree

Atom charges from the Löwdin analysis, given in e for atoms 1 to 8: C -0.45; C -0.47; C -0.03; C -0.09; N 0.17; N -0.32; O 0.12; S 0.75

Model C:
An isolated molecule of C4H8N2OS. Source: the OMol25 dataset; level of theory: the ωB97M-V functional and the def2-TZVPD basis.

Structure (ORCA input):
```
! wB97M-V def2-TZVPD RIJCOSX def2/J DEFGRID3
* xyz 0 1
C -0.42813 0.96772 -0.81786
C -0.78090 1.17899 0.68447
C 0.46599 0.39766 0.11348
C -0.25065 -2.72675 0.80873
H -0.20566 2.73735 -2.25240
H 0.99659 2.70523 -1.04888
H -0.93463 0.03787 -1.34688
H -0.58529 2.23410 1.14351
H -1.58528 0.51608 0.90922
H 1.48146 0.98106 0.26921
H 1.74733 -1.94603 1.04312
H 0.25417 -3.56031 1.54443
N 0.37345 2.00718 -1.70888
N 0.65025 -1.75424 0.85703
O 0.58876 -0.98440 -0.23179
S -1.78746 -2.79152 0.03350
*
```

Properties
SMILES: N[C@@H]1C[C@H]1ONC=S
HOMO: -8.6 eV
lowest unoccupied orbital energy: 0.015 hartree

Atom charges from the Löwdin analysis, given in e for atoms 1 to 8: C -0.31; C 0.00; C -0.34; C -0.67; H 0.07; H 0.11; H 0.17; H 0.14

Relative energy table, unit kJ/mol: model A 296.4; model B 0.0; model C 347.7